(1)
Formula: C32H54BrGeInN7O3Si3
Source: the OMol25 dataset
Level of theory: ωB97M-V/def2-TZVPD

```
! wB97M-V def2-TZVPD RIJCOSX def2/J DEFGRID3
* xyz 1 1
In 0.047 0.609 -0.232
N -2.322 -0.269 2.263
C -1.282 0.119 3.013
N -1.361 -0.104 4.324
C -0.309 0.300 5.033
N -0.305 0.044 6.346
N 0.752 0.967 4.535
C 0.721 1.145 3.232
N -0.223 0.705 2.401
C 1.774 2.013 2.634
C 2.696 2.670 3.436
C 3.506 3.630 2.853
C 3.351 3.910 1.504
C 2.432 3.166 0.780
N 1.679 2.218 1.323
H -3.126 -0.622 2.753
H -2.445 0.085 1.317
H -1.105 -0.396 6.765
H 0.449 0.384 6.914
H 2.740 2.446 4.491
H 4.227 4.175 3.447
H 3.931 4.684 1.021
H 2.284 3.340 -0.280
C 3.859 0.505 0.054
O 2.811 0.532 -0.911
C 3.222 1.119 -2.151
C 2.439 0.490 -3.275
O 1.053 0.811 -3.270
C 0.690 1.594 -4.398
H 4.660 -0.159 -0.282
H 3.438 0.121 0.981
H 4.279 1.494 0.230
H 4.282 0.906 -2.324
H 3.084 2.207 -2.123
H 2.518 -0.578 -3.147
H 2.878 0.756 -4.240
H 0.963 1.079 -5.323
H 1.172 2.576 -4.384
H -0.391 1.718 -4.377
O -2.642 0.648 -0.396
N -3.275 1.664 -0.942
C -3.744 2.666 -0.178
C -4.383 3.748 -0.742
C -4.557 3.807 -2.115
C -4.084 2.756 -2.884
C -3.444 1.698 -2.278
H -3.574 2.553 0.880
H -4.738 4.539 -0.097
H -5.054 4.651 -2.574
H -4.207 2.746 -3.958
H -3.048 0.846 -2.807
C -0.789 -2.783 3.387
Si 0.528 -2.958 2.068
C 0.810 -4.802 1.863
C 2.127 -2.134 2.608
Ge -0.008 -2.146 -0.138
Si -2.188 -2.700 -0.993
C -3.561 -2.194 0.180
C -2.253 -4.565 -1.203
C -2.456 -1.880 -2.667
Si 1.422 -3.366 -1.670
C 0.812 -3.028 -3.426
C 1.230 -5.226 -1.410
C 3.263 -3.051 -1.452
H -0.537 -3.451 4.215
H -1.774 -3.071 3.010
H -0.865 -1.772 3.787
H 1.001 -5.254 2.840
H 1.660 -5.020 1.216
H -0.072 -5.291 1.440
H 2.573 -2.664 3.455
H 1.947 -1.100 2.916
H 2.856 -2.125 1.793
H -3.343 -2.502 1.206
H -4.506 -2.654 -0.122
H -3.683 -1.110 0.161
H -1.993 -5.077 -0.272
H -1.568 -4.911 -1.981
H -3.264 -4.874 -1.481
H -1.906 -0.938 -2.725
H -3.520 -1.672 -2.816
H -2.117 -2.516 -3.487
H 0.020 -3.742 -3.670
H 1.612 -3.164 -4.161
H 0.398 -2.027 -3.543
H 0.307 -5.501 -0.900
H 2.065 -5.622 -0.829
H 1.234 -5.723 -2.383
H 3.540 -2.018 -1.616
H 3.831 -3.679 -2.146
H 3.563 -3.323 -0.436
Br -1.235 7.388 -0.178
C -0.959 5.513 -0.267
C -0.679 4.921 -1.483
C -0.442 3.547 -1.530
C -0.486 2.756 -0.389
C -0.816 3.387 0.813
C -1.045 4.754 0.888
H -0.636 5.519 -2.384
H -0.240 3.108 -2.488
H -0.898 2.804 1.723
H -1.279 5.226 1.834
*
```

Summary:
Frontier orbital gap ... 7.940 eV
HOMO energy ... -10.481 eV
ΔE to the lowest compared entry with this formula, charge and spin ... 14.7 kcal/mol

Löwdin population analysis, charges in e, atoms 1 to 6: In 0.8187; N 0.2065; C -0.4625; N 0.1441; C -0.4290; N 0.1911



(2)
Formula: C32H54F6N8O6PSn
Source: the OMol25 dataset
Level of theory: ωB97M-V/def2-TZVPD

```
! wB97M-V def2-TZVPD RIJCOSX def2/J DEFGRID3
* xyz -1 1
Sn 1.071 0.243 -0.049
N 1.608 -2.136 -2.022
C 2.738 -3.042 -1.838
C 3.783 -2.399 -0.931
C 3.109 -1.965 0.365
O 2.796 -2.802 1.199
O 2.875 -0.688 0.464
H 0.847 -2.585 -2.517
H 1.868 -1.302 -2.538
H 3.214 -3.346 -2.781
H 2.367 -3.947 -1.349
H 4.228 -1.533 -1.421
H 4.564 -3.127 -0.705
C 0.407 2.960 3.724
N -0.467 2.244 2.811
C -0.503 0.833 3.123
C -1.787 2.840 2.776
C -2.636 2.398 1.594
N -1.990 2.571 0.310
C -1.738 3.962 -0.003
C -2.742 1.918 -0.739
H 0.078 2.865 4.774
H 0.439 4.012 3.446
H 1.433 2.601 3.637
H -0.724 0.686 4.201
H 1.447 0.743 3.034
H -1.271 0.333 2.535
H -1.651 3.922 2.737
H -2.359 2.638 3.703
H -3.590 2.962 1.646
H -2.900 1.345 1.693
H -2.668 4.561 -0.022
H -1.268 4.031 -0.985
H -1.049 4.401 0.718
H -3.761 2.335 -0.855
H -2.821 0.851 -0.525
H -2.219 2.031 -1.689
O 1.540 4.145 1.242
C 1.289 3.068 0.728
O 1.977 1.980 0.867
H 0.368 2.962 0.117
C 2.484 3.245 -2.304
C 2.324 1.812 -2.822
O 1.585 0.991 -2.024
C 3.743 1.224 -3.013
F 4.358 1.116 -1.833
F 4.532 1.982 -3.804
F 3.726 -0.009 -3.564
C 1.592 1.864 -4.185
F 2.242 2.573 -5.129
F 1.365 0.643 -4.704
F 0.382 2.440 -4.035
H 3.030 3.220 -1.364
H 1.496 3.659 -2.116
H 3.013 3.879 -3.015
O 0.699 0.187 2.786
P -1.831 -2.731 1.785
N -3.496 -2.956 2.018
C -4.458 -1.987 1.508
C -5.638 -2.120 2.464
C -5.650 -3.624 2.731
C -4.162 -3.978 2.831
N -1.391 -3.929 0.684
C -0.187 -3.782 -0.141
C -0.361 -4.901 -1.158
C -0.899 -6.040 -0.287
C -1.798 -5.333 0.743
N -1.289 -3.445 3.268
C -1.546 -2.629 4.469
C -0.173 -2.349 5.082
C 0.631 -3.575 4.658
C 0.151 -3.786 3.228
H -4.781 -2.218 0.482
H -4.024 -0.988 1.490
H -6.573 -1.744 2.048
H -5.425 -1.574 3.387
H -6.101 -4.140 1.879
H -6.205 -3.906 3.626
H -3.963 -4.990 2.473
H -3.819 -3.934 3.868
H 0.737 -3.938 0.430
H -0.145 -2.783 -0.572
H 0.567 -5.161 -1.669
H -1.099 -4.612 -1.912
H -0.066 -6.530 0.222
H -1.437 -6.802 -0.852
H -1.672 -5.755 1.747
H -2.858 -5.425 0.481
H -2.180 -3.181 5.174
H -2.078 -1.705 4.215
H -0.216 -2.202 6.162
H 0.262 -1.459 4.622
H 0.371 -4.436 5.280
H 1.709 -3.424 4.706
H 0.292 -4.813 2.883
H 0.716 -3.128 2.554
N -4.416 -1.223 -6.530
C -3.835 -1.255 -5.540
C -3.106 -1.305 -4.298
C -3.519 -2.161 -3.283
C -2.784 -2.175 -2.107
N -1.719 -1.405 -1.904
C -1.330 -0.590 -2.882
C -1.987 -0.505 -4.102
H -4.384 -2.797 -3.409
H -3.053 -2.833 -1.286
H -0.454 0.024 -2.687
H -1.633 0.167 -4.871
*
```

Summary:
Frontier orbital gap ... 7.168 eV
HOMO energy ... -5.251 eV
ΔE to the lowest compared entry with this formula, charge and spin ... 43.6 kcal/mol

Löwdin population analysis, charges in e, atoms 1 to 6: Sn 1.3421; N 0.0134; C -0.2554; C -0.1016; C -0.6490; O 0.0312



(3)
Formula: C32H54GaGeNOSe2Te
Source: the OMol25 dataset
Level of theory: ωB97M-V/def2-TZVPD

```
! wB97M-V def2-TZVPD RIJCOSX def2/J DEFGRID3
* xyz 3 2
Ga -1.456 -0.507 -2.809
C -2.327 0.731 11.875
Se -0.413 0.459 11.815
C 0.156 2.200 11.115
C 1.136 1.876 10.000
Se 0.315 0.419 8.972
C 1.740 -0.891 9.075
H -2.693 0.971 10.880
H -2.535 1.540 12.572
H -2.771 -0.193 12.234
H 0.595 2.796 11.913
H -0.737 2.701 10.744
H 2.083 1.500 10.383
H 1.331 2.725 9.349
H 1.911 -1.167 10.112
H 2.635 -0.458 8.636
H 1.423 -1.756 8.501
C -6.193 0.778 0.136
C -6.851 0.987 -1.222
C -6.287 0.116 -2.339
C -4.786 0.332 -2.620
Ge -3.605 -0.714 -1.458
C -3.928 -2.642 -1.477
C -5.015 -3.121 -0.491
C -4.470 -3.572 0.860
C -3.747 -2.482 1.643
H -6.728 1.318 0.916
H -5.163 1.145 0.155
H -6.191 -0.278 0.423
H -6.765 2.038 -1.511
H -7.920 0.782 -1.142
H -6.828 0.336 -3.261
H -6.486 -0.939 -2.125
H -4.526 1.390 -2.547
H -4.561 0.013 -3.641
H -3.114 -0.066 -0.166
H -2.993 -3.175 -1.291
H -4.223 -2.861 -2.506
H -5.537 -3.958 -0.958
H -5.775 -2.350 -0.337
H -3.799 -4.422 0.707
H -5.305 -3.948 1.453
H -2.820 -2.171 1.155
H -3.481 -2.839 2.638
H -4.378 -1.598 1.771
C 1.984 0.103 -3.329
C 0.928 -0.157 -4.359
O 1.445 -0.105 -5.591
N -0.316 -0.390 -4.196
Te 0.145 -0.421 -7.067
C 1.494 -0.060 -8.626
C 2.421 0.982 -8.544
C 2.518 1.939 -7.386
C 3.281 1.151 -9.623
C 3.211 0.356 -10.760
C 4.152 0.556 -11.910
C 2.209 -0.610 -10.830
C 1.329 -0.834 -9.785
C 0.231 -1.852 -9.967
C 0.177 -2.492 -6.888
C -1.081 -3.098 -6.744
C -2.371 -2.317 -6.720
C -1.128 -4.480 -6.655
C 0.026 -5.256 -6.707
C -0.041 -6.750 -6.603
C 1.253 -4.614 -6.847
C 1.367 -3.234 -6.952
C 2.738 -2.647 -7.164
H 2.857 -0.514 -3.533
H 1.620 -0.094 -2.325
H 2.299 1.146 -3.404
H 1.537 2.177 -6.964
H 2.954 2.877 -7.721
H 3.143 1.544 -6.586
H 4.014 1.948 -9.580
H 4.854 1.364 -11.718
H 3.600 0.789 -12.821
H 4.722 -0.355 -12.100
H 2.095 -1.191 -11.739
H 0.008 -1.965 -11.026
H -0.711 -1.552 -9.492
H 0.503 -2.833 -9.575
H -2.349 -1.509 -5.983
H -3.204 -2.971 -6.472
H -2.599 -1.875 -7.694
H -2.091 -4.968 -6.557
H -1.050 -7.119 -6.776
H 0.271 -7.073 -5.608
H 0.629 -7.222 -7.321
H 2.157 -5.211 -6.892
H 3.494 -3.332 -6.786
H 2.876 -1.688 -6.670
H 2.932 -2.500 -8.229
*
```

Summary:
<S²> ... 0.76
Frontier orbital gap (spin up / spin down) ... 7.279 / 6.498 eV
HOMO energy (spin up / spin down) ... -14.711 / -14.826 eV
ΔE to the lowest compared entry with this formula, charge and spin ... 0.0 kcal/mol

Löwdin population analysis, charges in e, atoms 1 to 6: Ga 0.8898; C -0.3341; Se 1.0781; C -0.4999; C -0.5074; Se 1.0354



Table of M (g/mol), in record order: 936.42 910.51 896.64
Table of electronic energy (Eh), in record order: -7570.2138 -3296.3055 -10453.3697